(1)
A structure of composition C5H11BiO4 in a non-equilibrium geometry, computed with the ωB97M-V functional and the def2-TZVPD basis.

Positions of all 21 atoms, in Å:
O (2.370, 0.144, -1.058)
C (2.544, -0.833, -0.325)
C (1.359, -1.651, 0.087)
O (0.223, -0.847, -0.067)
C (-1.060, -1.390, 0.247)
C (-2.033, -0.244, 0.447)
O (-2.342, 0.465, -0.718)
C (-1.569, 1.674, -0.949)
Bi (0.508, 1.061, -0.906)
H (3.527, -1.332, -0.286)
H (1.511, -1.991, 1.127)
H (1.285, -2.544, -0.559)
H (-1.018, -1.986, 1.172)
H (-1.368, -2.061, -0.569)
H (-1.610, 0.440, 1.207)
H (-2.962, -0.679, 0.846)
H (-1.879, 2.033, -1.945)
H (-1.917, 2.447, -0.237)
O (1.202, 2.229, 0.644)
H (1.229, 3.191, 0.662)
H (1.998, 1.873, 1.179)

Its HOMO energy is -15.71 eV. As for the orbital gap: 6.503 eV. For the total energy, the calculation gives -711.83263 a.u. The LUMO energy is -0.33834 Ha. The largest force on an atom is 0.176 hartree/bohr. The spin multiplicity is 1. As for the charge: +2.

Quick look at the natural (NBO) charges, all values in e: number 1, O, carries -0.60; number 2, C, carries 0.46; number 3, C, carries -0.21; number 4, O, carries -0.60; number 5, C, carries -0.12; number 6, C, carries -0.11; number 7, O, carries -0.52; number 8, C, carries -0.58; number 9, Bi, carries 1.89; number 10, H, carries 0.24; number 11, H, carries 0.27; number 12, H, carries 0.29; number 13, H, carries 0.24; number 14, H, carries 0.24; number 15, H, carries 0.18; number 16, H, carries 0.26; number 17, H, carries 0.27; number 18, H, carries 0.22; number 19, O, carries -0.96; number 20, H, carries 0.58; number 21, H, carries 0.57

---

(2)
A structure of composition C5H11Br4Na3O in a non-equilibrium geometry, computed with the ωB97M-V functional and the def2-TZVPD basis.

Positions of all 24 atoms, in Å:
Na (10.834, 29.032, 23.426)
Na (7.963, 27.572, 22.796)
Na (11.359, 26.023, 24.444)
C (8.643, 27.659, 26.004)
O (9.474, 27.798, 24.918)
H (7.620, 27.968, 25.790)
H (8.474, 26.622, 26.296)
H (8.928, 28.362, 26.787)
Br (4.965, 30.383, 26.654)
C (5.339, 29.658, 24.818)
C (4.425, 28.344, 24.656)
Br (4.721, 27.699, 22.815)
H (6.410, 29.498, 24.688)
H (4.946, 30.341, 24.065)
H (3.380, 28.558, 24.883)
H (4.589, 27.556, 25.391)
Br (5.527, 24.893, 29.681)
C (4.887, 25.112, 27.830)
C (5.982, 24.806, 26.878)
Br (5.214, 24.627, 25.011)
H (4.404, 26.089, 27.851)
H (4.064, 24.422, 27.647)
H (6.451, 23.838, 27.056)
H (6.863, 25.442, 26.786)

Its HOMO energy (alpha / beta) is -8.17 / -11.96 eV. For the energy relative to the best compared isomer or geometry (same formula, charge and spin), the calculation gives 0.0000 eV. As for the orbital gap (alpha / beta): 4.492 / 8.054 eV. For the total energy, the calculation gives -11055.07697 a.u. The LUMO energy (alpha / beta) is -0.13509 / -0.14371 Ha. The largest force on an atom is 0.051 hartree/bohr. Its expectation value of S² is 0.750. The spin multiplicity is 2. As for the charge: +1.

Quick look at the natural (NBO) charges, all values in e: number 1, Na, carries 0.48; number 2, Na, carries 0.78; number 3, Na, carries 0.71; number 4, C, carries -0.24; number 5, O, carries -1.17; number 6, H, carries 0.11; number 7, H, carries 0.13; number 8, H, carries 0.17; number 9, Br, carries 0.01; number 10, C, carries -0.43; number 11, C, carries -0.44; number 12, Br, carries -0.03; number 13, H, carries 0.21; number 14, H, carries 0.23; number 15, H, carries 0.24; number 16, H, carries 0.23; number 17, Br, carries 0.01; number 18, C, carries -0.46; number 19, C, carries -0.40; number 20, Br, carries -0.07; number 21, H, carries 0.24; number 22, H, carries 0.24; number 23, H, carries 0.23; number 24, H, carries 0.22

---

(3)
A cluster of 2 separate species, C5H11BrN in total in a non-equilibrium geometry, computed with the ωB97M-V functional and the def2-TZVPD basis.

Positions of all 18 atoms, in Å:
C (-1.160, -2.755, 0.079)
C (-1.465, -0.532, -0.034)
C (-0.525, 1.329, -1.022)
C (0.910, -0.326, -0.004)
C (-0.361, 1.181, 1.382)
N (-0.367, 0.403, 0.126)
Br (-3.094, -0.125, 0.701)
H (-2.130, -3.176, -0.111)
H (-0.296, -3.079, -0.473)
H (0.268, 2.073, -1.011)
H (-0.482, 0.771, -1.956)
H (-1.488, 1.836, -0.965)
H (0.905, -0.910, -0.922)
H (1.736, 0.383, -0.036)
H (1.039, -0.999, 0.841)
H (-0.343, 0.510, 2.239)
H (0.524, 1.815, 1.410)
H (-1.242, 1.815, 1.449)

Its HOMO energy (alpha / beta) is -13.84 / -12.83 eV. For the energy relative to the best compared isomer or geometry (same formula, charge and spin), the calculation gives 6.9940 eV. As for the orbital gap (alpha / beta): 8.861 / 8.064 eV. For the total energy, the calculation gives -2825.38012 a.u. The LUMO energy (alpha / beta) is -0.18309 / -0.17516 Ha. The largest force on an atom is 0.099 hartree/bohr. The spin multiplicity is 1. As for the charge: +1.

Quick look at the natural (NBO) charges, all values in e: number 1, C, carries -0.07; number 2, C, carries -0.06; number 3, C, carries -0.41; number 4, C, carries -0.40; number 5, C, carries -0.42; number 6, N, carries -0.35; number 7, Br, carries 0.22; number 8, H, carries 0.17; number 9, H, carries 0.15; number 10, H, carries 0.24; number 11, H, carries 0.25; number 12, H, carries 0.24; number 13, H, carries 0.24; number 14, H, carries 0.24; number 15, H, carries 0.24; number 16, H, carries 0.24; number 17, H, carries 0.24; number 18, H, carries 0.25

---

(4)
The ion C5H11BrN with charge +1 in a non-equilibrium geometry, computed with the ωB97M-V functional and the def2-TZVPD basis.

Positions of all 18 atoms, in Å:
C (0.892, -2.036, -0.080)
C (0.002, -0.873, -0.565)
N (0.511, 0.427, -0.184)
C (1.632, 0.743, -0.761)
Br (2.617, 2.339, -0.391)
C (-0.141, 1.239, 0.841)
C (-1.352, 1.926, 0.130)
H (1.849, -2.148, -0.562)
H (1.043, -1.937, 1.028)
H (0.411, -2.939, -0.222)
H (-1.130, -0.891, -0.144)
H (-0.100, -0.842, -1.719)
H (1.898, 0.442, -1.748)
H (-0.313, 0.706, 1.778)
H (0.604, 1.988, 1.071)
H (-1.143, 2.728, -0.569)
H (-1.958, 1.123, -0.354)
H (-2.205, 2.372, 0.661)

Its HOMO energy is -15.32 eV. For the energy relative to the best compared isomer or geometry (same formula, charge and spin), the calculation gives 1.8623 eV. As for the orbital gap: 10.076 eV. For the total energy, the calculation gives -2825.56871 a.u. The LUMO energy is -0.19260 Ha. The largest force on an atom is 0.073 hartree/bohr. The spin multiplicity is 1. As for the charge: +1.

Quick look at the natural (NBO) charges, all values in e: number 1, C, carries -0.63; number 2, C, carries -0.24; number 3, N, carries -0.27; number 4, C, carries 0.16; number 5, Br, carries 0.20; number 6, C, carries -0.24; number 7, C, carries -0.66; number 8, H, carries 0.23; number 9, H, carries 0.23; number 10, H, carries 0.25; number 11, H, carries 0.25; number 12, H, carries 0.24; number 13, H, carries 0.25; number 14, H, carries 0.25; number 15, H, carries 0.23; number 16, H, carries 0.24; number 17, H, carries 0.22; number 18, H, carries 0.27

---

(5)
An isolated molecule of C5H11BrNO2PS2 in a non-equilibrium geometry, computed with the ωB97M-V functional and the def2-TZVPD basis.

Positions of all 23 atoms, in Å:
C (1.014, 2.720, -0.001)
C (0.492, 1.289, 0.144)
C (0.480, 0.640, -1.188)
N (-0.338, -0.598, -0.985)
S (-1.751, -0.632, -1.844)
Br (-3.244, 0.022, -0.445)
P (0.477, -2.004, -0.300)
S (2.161, -2.029, -1.160)
O (-0.740, -3.086, -0.399)
C (-1.504, -3.127, 0.741)
C (-0.987, -2.035, 1.745)
O (0.392, -1.718, 1.240)
H (1.595, 2.969, 0.884)
H (1.845, 2.642, -0.817)
H (0.100, 3.359, -0.105)
H (-0.505, 1.465, 0.611)
H (1.001, 0.553, 0.773)
H (-0.142, 1.212, -1.905)
H (1.505, 0.361, -1.499)
H (-1.438, -4.041, 1.216)
H (-2.645, -2.966, 0.521)
H (-1.595, -1.141, 1.704)
H (-0.758, -2.351, 2.647)

Its HOMO energy is -8.70 eV. For the energy relative to the best compared isomer or geometry (same formula, charge and spin), the calculation gives 0.0000 eV. As for the orbital gap: 8.851 eV. For the total energy, the calculation gives -4114.10858 a.u. The LUMO energy is 0.00538 Ha. The largest force on an atom is 0.108 hartree/bohr. The spin multiplicity is 1.

Quick look at the natural (NBO) charges, all values in e: number 1, C, carries -0.62; number 2, C, carries -0.42; number 3, C, carries -0.24; number 4, N, carries -0.98; number 5, S, carries 0.41; number 6, Br, carries -0.16; number 7, P, carries 1.96; number 8, S, carries -0.48; number 9, O, carries -0.77; number 10, C, carries -0.09; number 11, C, carries -0.08; number 12, O, carries -0.81; number 13, H, carries 0.22; number 14, H, carries 0.20; number 15, H, carries 0.22; number 16, H, carries 0.20; number 17, H, carries 0.21; number 18, H, carries 0.21; number 19, H, carries 0.23; number 20, H, carries 0.18; number 21, H, carries 0.20; number 22, H, carries 0.21; number 23, H, carries 0.20

---

(6)
An isolated molecule of C5H11BrSi in a non-equilibrium geometry, computed with the ωB97M-V functional and the def2-TZVPD basis.

Positions of all 18 atoms, in Å:
C (-0.492, 2.178, -0.871)
C (0.189, 1.359, -0.082)
C (1.572, 1.621, 0.584)
Si (-0.626, -0.368, 0.171)
C (-0.537, -1.452, 1.668)
C (-0.651, -1.391, -1.355)
Br (-3.264, -0.013, -0.022)
H (-1.596, 1.894, -1.229)
H (-0.228, 3.143, -1.022)
H (1.537, 1.267, 1.620)
H (1.771, 2.728, 0.829)
H (2.362, 1.196, 0.005)
H (-1.467, -1.476, 2.185)
H (-0.174, -2.521, 1.322)
H (0.138, -1.029, 2.481)
H (-0.288, -0.831, -2.328)
H (0.087, -2.128, -1.067)
H (-1.455, -2.002, -1.638)

Its HOMO energy is -9.16 eV. For the energy relative to the best compared isomer or geometry (same formula, charge and spin), the calculation gives 1.1135 eV. As for the orbital gap: 9.452 eV. For the total energy, the calculation gives -3060.59580 a.u. The LUMO energy is 0.01067 Ha. The largest force on an atom is 0.091 hartree/bohr. The spin multiplicity is 1.

Quick look at the natural (NBO) charges, all values in e: number 1, C, carries -0.33; number 2, C, carries -0.48; number 3, C, carries -0.65; number 4, Si, carries 1.74; number 5, C, carries -1.20; number 6, C, carries -1.19; number 7, Br, carries -0.53; number 8, H, carries 0.24; number 9, H, carries 0.19; number 10, H, carries 0.22; number 11, H, carries 0.22; number 12, H, carries 0.22; number 13, H, carries 0.28; number 14, H, carries 0.26; number 15, H, carries 0.26; number 16, H, carries 0.26; number 17, H, carries 0.23; number 18, H, carries 0.27